DFT (ωB97M-V with the def2-TZVPD basis set) results for one molecule with the formula C16H15Br2N3O3.

```
39
Properties=species:S:1:pos:R:3:lowdin_charge:R:1
O -0.96518 7.15767 -1.77650 0.0385
Br 3.69994 -0.93774 -2.27473 0.7077
Br 0.73615 0.49553 -3.03793 0.7417
N -1.60068 4.87865 -1.61559 0.1994
O -1.06774 -2.05771 1.31940 0.0353
O 1.06940 -3.64990 1.47240 -0.0800
C -0.86598 6.01557 -1.34227 -0.5498
C -1.01412 3.92382 -0.98497 -0.2553
C -1.56025 2.60186 -0.84630 0.0050
C -0.42442 2.47240 1.36799 0.0190
C -1.25693 1.85098 0.28416 -0.2640
C 0.27567 3.65479 1.11964 0.0143
C 2.20686 -2.31122 -0.23575 -0.0253
C 2.12071 -1.33100 -1.24807 -0.6652
C 0.87951 -0.72105 -1.53405 -0.5837
C 1.03059 -2.61633 0.47781 -0.1918
C -0.07416 -1.80636 0.35021 -0.1852
C -0.22417 -0.92621 -0.70662 -0.1896
N 0.14838 5.76301 -0.41606 0.1042
N -1.67992 0.58984 0.25718 0.0034
C 0.24322 4.32554 -0.25368 -0.2364
C -1.56300 -0.25270 -0.88266 -0.1674
C 0.08030 -5.73783 1.75356 -0.0768
C 0.96783 -4.95587 0.78392 -0.2016
H -1.08599 -3.00010 1.58095 0.1137
H -2.29202 2.29743 -1.61206 0.1258
H -0.19893 1.95752 2.31255 0.1069
H 0.95094 4.01177 1.85915 0.0914
H 3.12712 -2.82876 -0.17736 0.0999
H 0.87807 6.49198 -0.35229 0.1609
H -1.59260 -0.00369 1.18691 0.1860
H 1.08452 3.80516 -0.82397 0.1847
H -2.36608 -1.09028 -0.71583 0.1604
H -1.78551 0.23772 -1.88715 0.1072
H -0.98366 -5.49807 1.72108 0.0707
H 0.15751 -6.84116 1.57000 0.0892
H 0.51238 -5.59560 2.75798 0.0861
H 1.92771 -5.45616 0.69412 0.1207
H 0.50452 -4.91350 -0.14514 0.1003
```

Values from the calculation:
- Multiplicity: 1
- SMILES: CCOc1cc(Br)c(Br)c(CNC2=CC3=NC(=O)N[C@H]3C=C2)c1O

***

DFT (ωB97M-V with the def2-TZVPD basis set) results for C21H24FN3O6S as an isolated structure.

```
56
Properties=species:S:1:pos:R:3:lowdin_charge:R:1
C -3.78974 -1.28789 3.43409 0.0249
H -2.69176 -1.51052 3.74707 0.1256
H -4.36626 -1.98724 3.62660 -0.0203
O -3.78920 -1.33834 1.91419 -0.0813
C -3.07838 -0.55383 1.11463 -0.2567
C -2.33512 0.47124 1.92605 0.0386
C -1.64643 1.34838 1.27455 -0.1501
C -1.74362 1.48647 -0.39646 -0.1521
C -2.59248 0.56017 -0.98005 0.0481
C -3.17700 -0.46063 -0.14641 -0.3169
N -4.08710 -1.19828 -0.68546 0.1027
C -4.06000 -1.78783 -2.08332 -0.4631
O -3.15054 -1.66692 -2.92221 0.0562
C -4.94351 -2.89542 -2.19645 -0.0949
H -4.89751 -3.32278 -3.39506 0.1556
H -6.04217 -2.65047 -1.91888 0.0919
H -4.73337 -3.99238 -1.52661 0.1672
H -4.66126 -1.92696 0.04030 0.2310
H -2.54240 0.67547 -2.01974 0.0966
S -0.96625 2.73162 -1.22652 0.5010
O -0.77093 3.89352 -0.70744 -0.1637
O -1.82900 2.83058 -2.39155 -0.2891
N 0.55075 2.21022 -1.70633 -0.2277
C 1.52155 2.12215 -0.58212 -0.1370
H 2.53540 2.50339 -1.46994 0.2200
C 1.78602 0.70919 -0.11098 -0.0396
N 1.84661 -0.51246 -1.12132 -0.0796
C 2.92913 -0.98699 -1.33074 -0.4333
O 2.85333 -2.03322 -2.05761 0.0108
C 4.07304 -1.03594 -0.26616 -0.0125
C 4.93364 0.18279 -0.47089 -0.2899
C 6.01326 0.13922 0.25454 -0.0692
C 6.32915 -0.80385 1.31492 0.0181
C 5.41642 -2.05333 1.36902 0.0247
C 4.29075 -2.07189 0.57881 0.0017
H 3.70286 -2.65310 0.66974 -0.0140
H 5.66945 -2.70848 1.92646 -0.0157
H 7.17067 -0.76583 2.19132 0.1454
H 6.68425 1.05719 0.29349 0.1353
F 4.56307 1.19076 -1.21146 0.1197
C 0.81663 -0.41910 -1.90445 -0.1786
H -0.33162 -0.50972 -1.29766 0.1867
C 0.53212 0.98877 -2.70388 -0.0700
H 1.46549 1.05902 -3.33108 0.1134
H -0.36926 1.15860 -3.42382 0.1425
H 1.09752 -1.18080 -2.81767 0.1835
H 0.87597 0.36599 0.51679 0.1391
H 2.69010 0.51364 0.61336 0.1539
H 1.35017 2.92124 -0.12084 0.0135
O -0.79934 2.42418 1.67087 -0.1023
C -0.59240 2.60306 2.96757 -0.1301
H -0.20669 1.71341 3.48250 0.1140
H -1.41171 2.88040 3.32119 0.0282
H 0.13316 3.30338 3.26316 0.0981
H -2.07034 0.50414 3.06366 0.1411
H -4.15515 -0.23394 3.94823 0.1586
```

Values from the calculation:
- Energy relative to the best compared isomer or geometry (same formula, charge and spin): 2076.9 kJ/mol
- Multiplicity: 1

***

DFT (ωB97M-V with the def2-TZVPD basis set) results for a 2-piece molecular cluster, C32H22F4NO overall.

```
60
Properties=species:S:1:pos:R:3:lowdin_charge:R:1
F -3.07406 3.92090 -2.30982 0.0543
C -2.94806 2.55945 -2.17563 -0.2197
C -4.06095 1.77081 -2.47337 0.0948
C -3.85357 0.39684 -2.40706 -0.2203
F -4.93771 -0.43406 -2.57179 0.0582
C -2.62846 -0.17587 -2.12174 0.0480
C -1.55811 0.63948 -1.67476 -0.2011
C -0.31194 0.02006 -1.21866 -0.0176
C 0.94467 0.66786 -1.41167 -0.0519
C 2.17614 0.03756 -1.53070 0.0141
C 3.41583 0.66353 -1.93575 -0.1966
C 4.59714 -0.10868 -2.16314 0.0486
C 5.77010 0.50958 -2.55577 -0.2258
F 6.89642 -0.25965 -2.74420 0.0531
C 5.88685 1.88645 -2.77425 0.0989
C 4.72288 2.62593 -2.54480 -0.2192
F 4.79627 3.99008 -2.72584 0.0514
C 3.51650 2.06798 -2.14500 0.0515
C -1.72564 2.04017 -1.74724 0.0483
H -5.00963 2.19148 -2.77871 0.1413
H -2.51181 -1.26419 -2.19606 0.1353
H -0.31729 -1.08126 -1.23644 0.1223
H 0.92083 1.75753 -1.54003 0.0980
H 2.24177 -1.04574 -1.35017 0.1292
H 4.57088 -1.18851 -2.02960 0.1293
H 6.82939 2.35221 -3.04615 0.1428
H 2.64697 2.70697 -1.98823 0.1205
H -0.93414 2.72339 -1.43062 0.1251
C -2.28349 -5.31898 -0.68195 -0.0585
C -3.38770 -4.45402 -0.78087 -0.0510
C -3.30037 -3.16810 -0.26989 -0.0259
C -2.09956 -2.70273 0.29369 -0.1641
C -2.12127 -1.29420 0.80206 -0.3271
C -0.88680 -0.56325 0.90987 -0.0554
N -0.87444 0.38247 1.94808 0.0458
C -1.97311 1.18932 2.08137 0.0317
C -2.07592 2.16010 3.06094 0.0010
C -1.00850 2.38599 3.90576 0.0319
C 0.14625 1.59888 3.78539 -0.1393
C 0.23082 0.58034 2.79143 -0.0878
C 1.40018 -0.19057 2.68938 0.0079
C 2.48855 0.06537 3.52653 -0.0333
C 2.41875 1.06926 4.50869 -0.0478
C 1.27181 1.83648 4.62099 0.0007
O -3.25338 -0.82181 1.08438 0.0348
C -1.00684 -3.56993 0.41548 -0.0278
C -1.09247 -4.87497 -0.09818 -0.0643
H -2.35474 -6.34513 -1.05682 0.1140
H -4.31909 -4.78030 -1.25524 0.1172
H -4.16939 -2.50997 -0.29871 0.1227
H 0.04943 -1.10021 0.80120 0.0836
H -2.83008 0.94376 1.47339 0.1222
H -3.01820 2.69913 3.12357 0.1292
H -1.03279 3.17828 4.64935 0.1338
H 1.48541 -1.00774 1.97261 0.1066
H 3.40419 -0.51536 3.40683 0.1198
H 3.26347 1.26067 5.17118 0.1196
H 1.19556 2.66041 5.34368 0.1306
H -0.10985 -3.23243 0.93211 0.1053
H -0.21772 -5.53108 -0.02906 0.1113
```

Values from the calculation:
- Multiplicity: 1
- Net charge: +1

***

DFT (ωB97M-V with the def2-TZVPD basis set) results for C3H6N2S as an isolated structure.

```
12
Properties=species:S:1:pos:R:3:lowdin_charge:R:1
C 0.30757 -0.99283 0.10196 -0.2145
C -0.68190 -0.03714 -0.51225 -0.5395
C -1.58421 0.53680 0.58243 -0.5337
H 1.46078 0.95114 -1.02701 0.1696
H 3.16211 0.52535 0.43554 0.2201
H -0.20252 -1.80058 0.56034 0.0814
H -0.44366 0.50604 -1.37034 0.0541
H -2.30026 1.48659 0.41113 0.1090
H -1.18556 0.16534 1.59670 0.1050
N 2.30365 0.10487 -0.52375 -0.1133
N 1.60882 -0.88118 0.14605 -0.1506
S -2.44482 -0.56439 -0.40080 0.8122
```

Values from the calculation:
- Energy relative to the best compared isomer or geometry (same formula, charge and spin): 548.9 kJ/mol
- Multiplicity: 1

***

In order of appearance, total energy = -167530.695, -52454.291, -47940.019, -17018.352 eV.
In order of appearance, gap between HOMO and LUMO = 7.86, 8.13, 6.03, 9.06 eV.